No. 1
This record from the Open Molecules 2025 dataset describes a cluster of 3 separate species, C25H39BrO10P2 in total at a distorted geometry. The level of theory is ωB97M-V/def2-TZVPD.

The electronic energy comes out at -4984.98251 Eh. The calculation puts the maximum force at 8.989 eV/A. The value obtained for the gap between HOMO and LUMO is 0.265 hartree. For the LUMO energy, the calculation gives -1.7 eV. For the HOMO energy, the calculation gives -8.952 eV.

Structure (ORCA input):
```
! wB97M-V def2-TZVPD RIJCOSX def2/J DEFGRID3
* xyz 0 1
C -1.9392 -0.9641 -2.3968
C -0.7228 -1.0838 -1.4448
C -0.1813 -2.2453 -0.9902
Br -0.9092 -3.9834 -1.5288
C 1.0314 -2.1760 0.0120
O 1.9690 -2.9262 -0.0315
C 0.9315 -1.0051 1.0527
C 0.4162 0.1727 0.5864
C 0.2107 1.4106 1.4894
C 0.2262 2.7649 0.9199
C -0.0109 3.9452 1.7649
C -0.2383 3.7351 3.2040
C -0.2207 2.4041 3.7940
C 0.0003 1.1763 2.9326
C -0.0113 0.2209 -0.9204
O 0.1962 1.1447 -1.6659
H -2.4461 0.0157 -2.1548
H -2.6989 -1.7795 -2.2629
H -1.6791 -0.9183 -3.4841
H 1.2391 -1.1549 2.1152
H 0.4133 2.9767 -0.1563
H -0.0001 4.9480 1.2894
H -0.4304 4.6594 3.8074
H -0.3732 2.2841 4.8882
H 0.0024 0.1422 3.3384
O 0.0300 -0.3995 6.1132
P 1.1247 -1.1709 6.8456
O 0.2568 -2.5781 6.9837
C 0.1883 -3.4168 5.8325
C 1.5330 -4.0357 5.4903
O 0.7971 -0.4851 8.3139
C 0.0535 0.7232 8.4444
C -1.4321 0.4403 8.5775
O 2.4285 -1.9936 7.5318
C 2.6845 -2.0715 8.9358
C 1.6579 -2.8714 9.7139
H -0.1986 -2.8447 4.9826
H -0.5300 -4.2079 6.0540
H 2.2562 -3.2686 5.1945
H 1.4348 -4.7413 4.6636
H 1.9510 -4.5569 6.3530
H 0.2651 1.4035 7.6186
H 0.4054 1.2215 9.3514
H -1.7981 -0.2316 7.7999
H -2.0054 1.3680 8.5365
H -1.6364 -0.0515 9.5328
H 2.8230 -1.0733 9.3533
H 3.6507 -2.5726 9.0407
H 0.6467 -2.4756 9.6160
H 1.9088 -2.8665 10.7757
H 1.6276 -3.9037 9.3628
O -0.2190 -0.9383 -7.8444
P 0.1912 0.4669 -8.2365
O -0.5984 1.2869 -7.0361
C 0.0064 1.2902 -5.7436
C 1.3018 2.0822 -5.7189
O -0.8961 0.5900 -9.4767
C -1.5634 -0.5442 -10.0220
C -2.8696 -0.8120 -9.2964
O 0.8966 1.9117 -8.7441
C 0.3262 2.7902 -9.7154
C -0.9522 3.4712 -9.2667
H 0.1797 0.2605 -5.4146
H -0.7084 1.7429 -5.0545
H 2.0638 1.6109 -6.3479
H 1.6961 2.1457 -4.7033
H 1.1465 3.0921 -6.1027
H -0.9122 -1.4186 -10.0214
H -1.7763 -0.3194 -11.0706
H -2.7440 -0.8412 -8.2132
H -3.3045 -1.7578 -9.6238
H -3.5853 -0.0112 -9.5037
H 0.1984 2.2733 -10.6675
H 1.0740 3.5669 -9.8985
H -1.7401 2.7653 -9.0028
H -1.3371 4.1056 -10.0667
H -0.7712 4.0862 -8.3841
*
```

No. 2
This record from the Open Molecules 2025 dataset describes the molecule C23H19N3O3. The level of theory is ωB97M-V/def2-TZVPD.

The electronic energy comes out at -1277.87691 Eh. The relative energy (zero: lowest compared OMol25 entry of this formula, charge and spin) comes out at 30.2 kcal/mol. The calculation puts the maximum force at 0.773 eV/A. The value obtained for the gap between HOMO and LUMO is 0.299 hartree. For the LUMO energy, the calculation gives -0.2 eV. For the HOMO energy, the calculation gives -8.309 eV.

Structure (ORCA input):
```
! wB97M-V def2-TZVPD RIJCOSX def2/J DEFGRID3
* xyz 0 1
C -3.8460 4.2698 -3.4570
C -2.9163 3.1298 -3.6635
N -3.3187 2.1584 -4.4945
H -4.2020 2.2181 -4.9701
H -2.7170 1.3700 -4.6753
C -1.6898 3.0441 -3.0266
C -0.8819 1.9297 -3.3323
N -0.2782 1.0157 -3.6797
C -1.2150 4.0448 -2.0900
O -1.7589 5.1123 -1.8838
C 0.0660 3.6714 -1.3392
H 0.1854 4.3215 -0.4660
O 0.0100 2.3111 -0.9338
C 0.2896 2.0045 0.3386
O 0.6549 2.7974 1.1671
C 0.1484 0.5394 0.5708
C 1.1368 -0.0830 1.2907
C 1.0908 -1.4850 1.4813
N 0.1158 -2.2141 0.9889
C -0.8794 -1.6299 0.3042
C -1.9127 -2.4550 -0.1905
C -2.9661 -1.9120 -0.8692
C -3.0430 -0.5246 -1.0645
C -2.0559 0.3019 -0.6025
C -0.9356 -0.2262 0.0655
H -2.1366 1.3686 -0.7411
H -3.8977 -0.1088 -1.5789
H -3.7552 -2.5446 -1.2487
H -1.8397 -3.5152 -0.0062
C 2.1245 -2.1912 2.2459
C 1.8153 -3.4194 2.8312
C 2.7596 -4.1092 3.5618
C 4.0448 -3.6025 3.7264
C 4.3561 -2.3864 3.1307
C 3.4137 -1.6867 2.4019
H 3.6969 -0.7564 1.9332
H 5.3533 -1.9829 3.2367
C 5.0596 -4.3430 4.5412
H 6.0704 -4.0713 4.2463
H 4.9379 -4.0977 5.5970
H 4.9348 -5.4180 4.4316
H 2.5015 -5.0568 4.0133
H 0.8198 -3.8135 2.7005
H 1.9383 0.5069 1.7063
H 0.9261 3.7987 -2.0082
H -4.0080 4.4411 -2.3943
H -4.7982 4.0933 -3.9527
H -3.3985 5.1849 -3.8427
*
```

No. 3
This record from the Open Molecules 2025 dataset describes a cluster of 2 separate species, C3H6NO2 in total at a distorted geometry. The level of theory is ωB97M-V/def2-TZVPD.

The electronic energy comes out at -322.67690 Eh. The relative energy (zero: lowest compared OMol25 entry of this formula, charge and spin) comes out at 126.7 kcal/mol. The calculation puts the maximum force at 5.468 eV/A. The value obtained for the gap between HOMO and LUMO (spin up / spin down) is 0.279 / 0.292 hartree. For the LUMO energy (spin up / spin down), the calculation gives -5.9 / -5.5 eV. For the HOMO energy (spin up / spin down), the calculation gives -13.500 / -13.442 eV.

Structure (ORCA input):
```
! wB97M-V def2-TZVPD RIJCOSX def2/J DEFGRID3
* xyz 1 1
C -1.1841 0.4570 -0.1639
C 1.0787 0.6053 -0.0095
C 0.0109 -0.2211 -0.1257
N 0.1384 -1.5725 -0.2085
O 2.2889 0.2810 0.2538
O -2.2502 0.1884 0.3860
H -0.6929 2.4156 -0.6652
H 0.9384 1.7293 -0.1051
H 2.3708 -0.5005 0.7479
H -0.6563 -2.1710 -0.0794
H 0.9478 -1.9799 -0.6029
H -2.9905 0.7683 0.5725
*
```

No. 4
This record from the Open Molecules 2025 dataset describes a structure of composition C22H67BrF6MgN6O15S2 at a distorted geometry. The level of theory is ωB97M-V/def2-TZVPD.

The electronic energy comes out at -6505.18790 Eh. The calculation puts the maximum force at 6.387 eV/A. The value obtained for the gap between HOMO and LUMO is 0.301 hartree. For the LUMO energy, the calculation gives -0.7 eV. For the HOMO energy, the calculation gives -8.835 eV.

Structure (ORCA input):
```
! wB97M-V def2-TZVPD RIJCOSX def2/J DEFGRID3
* xyz 0 1
Mg -2.3020 11.5998 6.9491
C -4.2011 10.4351 1.8619
F -3.0110 11.2019 2.0189
F -5.1634 11.2814 1.5143
F -4.0098 9.6052 0.8906
S -4.7856 9.5632 3.5360
O -5.4620 10.6889 4.1948
O -5.7255 8.5443 3.0485
N -3.3103 9.1426 4.2672
S -3.3344 7.5915 4.1057
O -4.3704 6.8600 4.8876
O -3.1695 7.2026 2.6706
C -1.6335 7.1979 4.9506
F -1.2949 5.9245 4.5159
F -0.7088 8.0759 4.6210
F -1.8609 7.0643 6.2433
Br -0.6452 13.3505 7.3786
O -0.9625 10.2449 7.4880
H -0.0107 10.1624 7.4280
H -1.2103 9.6538 8.1988
O -3.2718 14.3071 3.7853
H -2.6291 14.2415 3.0790
H -3.6470 15.1823 3.6878
O -1.8897 8.5407 9.3256
H -1.9793 7.9624 10.0830
H -2.7897 8.7472 9.0735
O -4.9802 8.4927 8.5611
H -5.9233 8.5773 8.7007
H -4.7329 7.7132 9.0586
O -1.7964 11.3082 4.9707
H -1.4931 11.8028 4.2094
H -2.3279 10.6025 4.6022
O -3.6153 10.0091 6.7274
H -4.2915 9.4687 7.1360
H -3.4650 9.6014 5.8745
C 2.1633 6.3941 6.7506
C 1.6997 6.2652 8.1871
C 2.1803 7.3628 9.2079
O 2.1563 8.6937 8.6365
C 2.2780 9.6640 9.7391
N 0.2949 5.9180 8.2530
H 3.2518 6.4027 6.6933
H 1.9225 7.4185 6.4664
H 1.6708 5.7599 6.0135
H 2.2588 5.3890 8.5154
H 3.1683 7.0435 9.5397
H 1.5225 7.4143 10.0755
H 1.5435 9.4724 10.5214
H 1.9220 10.5607 9.2318
H 3.2312 10.0403 10.1103
H 0.1131 5.6555 9.2112
H -0.2769 6.7369 8.1030
C -5.8343 13.9509 6.7067
C -4.4842 13.3841 7.2483
C -4.5737 12.3184 8.4230
O -3.3022 11.8067 8.7514
C -3.1014 11.2616 10.0715
N -3.8913 12.7044 6.0618
H -6.5109 13.1607 6.3813
H -5.8095 14.6314 5.8556
H -6.2949 14.4947 7.5315
H -3.9386 14.2770 7.5536
H -5.1938 11.4838 8.0958
H -4.9901 12.6850 9.3612
H -2.1583 10.7463 10.2532
H -3.7728 10.4616 10.3835
H -3.1798 12.0270 10.8437
H -4.6832 12.3514 5.5437
H -3.5265 13.3923 5.4185
C -6.4160 16.3292 11.1215
C -5.3796 15.2886 11.6086
C -3.9273 15.7314 11.3068
O -3.2325 14.4744 11.1818
C -1.8295 14.6921 11.1233
N -5.7043 15.0881 13.0020
H -6.4936 17.3390 11.5244
H -7.4230 15.9120 11.1246
H -6.1863 16.4554 10.0635
H -5.5884 14.3792 11.0451
H -3.6361 16.3740 12.1377
H -3.7736 16.3253 10.4058
H -1.6526 15.6660 10.6668
H -1.4149 13.9460 10.4455
H -1.3723 14.5430 12.1015
H -5.0824 14.3438 13.2838
H -6.5771 14.5805 13.0289
C 4.2573 16.6578 6.0146
C 2.8677 17.3119 6.1877
C 1.6968 16.5974 5.5871
O 0.5783 17.4978 5.9487
C -0.6053 16.7943 5.8066
N 2.6902 17.6164 7.5995
H 4.3841 16.4628 4.9497
H 4.3638 15.7141 6.5495
H 5.0227 17.3843 6.2875
H 3.0724 18.2342 5.6441
H 1.6546 15.6347 6.0965
H 1.7989 16.4006 4.5199
H -1.3479 17.5908 5.7592
H -0.7091 16.1098 6.6485
H -0.5916 16.1842 4.9035
H 2.1926 16.7738 7.8496
H 1.9512 18.3048 7.5969
C 2.7972 10.0716 3.1283
C 1.9022 11.2291 3.7152
C 0.7232 11.5138 2.7091
O -0.1614 12.4943 3.3675
C 0.2807 13.8489 3.2636
N 1.4288 10.7577 4.9899
H 2.0932 9.2848 2.8570
H 3.4089 9.6503 3.9261
H 3.3326 10.3065 2.2084
H 2.6305 12.0159 3.9116
H 0.0453 10.6791 2.5308
H 0.9606 11.8521 1.7005
H 0.9666 14.1827 4.0423
H -0.5582 14.5448 3.2646
H 0.9264 14.1016 2.4225
H 0.5377 10.2851 4.9372
H 1.0077 11.6301 5.2759
*
```